Entry 1:
{"formula": "C5H10O2", "method": "wB97M-V/def2-TZVPD", "charge": 0, "e_above_lowest_ev": 1.349, "smiles": "C[C@@H](O)CCC=O", "spin_multiplicity": 1, "molar_mass_g_mol": 102.1, "orbital_gap_ev": 10.6, "energy_ha": -346.97585, "lumo_energy_ha": 0.0298, "fmax_ha_per_bohr": 0.0107, "elements": ["O", "O", "C", "C", "C", "C", "C", "H", "H", "H", "H", "H", "H", "H", "H", "H", "H"], "coordinates": [[1.59, 1.66, -1.09], [-1.07, 1.32, -0.59], [-0.86, -0.07, -0.45], [-2.22, -0.68, -0.17], [0.09, -0.37, 0.72], [1.61, -0.12, 0.58], [2.17, 0.81, -0.46], [-0.31, 0.21, 1.56], [-2.94, -0.36, -0.93], [-0.45, -0.49, -1.39], [-2.18, -1.77, -0.16], [-2.59, -0.33, 0.80], [3.27, 0.69, -0.60], [2.16, -1.07, 0.48], [-0.21, 1.71, -0.81], [1.98, 0.30, 1.53], [-0.03, -1.43, 1.00]], "lowdin_charge": [0.05, -0.05, -0.47, -0.06, -0.15, -0.14, -0.23, 0.12, 0.08, 0.15, 0.08, 0.09, 0.12, 0.11, 0.05, 0.13, 0.11]}

---

Entry 2:
{"formula": "C18H23N3O3S", "method": "wB97M-V/def2-TZVPD", "charge": 0, "e_above_lowest_ev": 2.244, "smiles": "COc1ccc(Cc2nnc(SCC(=O)N3CCC[C@H](C)C3)o2)cc1", "spin_multiplicity": 1, "molar_mass_g_mol": 361.5, "orbital_gap_ev": 9.2, "energy_ha": -1487.87791, "lumo_energy_ha": 0.0222, "fmax_ha_per_bohr": 0.0301, "elements": ["S", "O", "O", "O", "N", "N", "N", "C", "C", "C", "C", "C", "C", "C", "C", "C", "C", "C", "C", "C", "C", "C", "C", "C", "C", "H", "H", "H", "H", "H", "H", "H", "H", "H", "H", "H", "H", "H", "H", "H", "H", "H", "H", "H", "H", "H", "H", "H"], "coordinates": [[-2.27, -1.91, -0.75], [-0.39, -2.23, 1.10], [5.02, 1.19, 0.45], [-4.20, 0.25, -2.74], [-2.71, 1.36, -1.47], [-1.07, -0.96, 2.75], [-1.99, -0.88, 1.76], [3.27, -1.82, 1.67], [-3.69, -0.75, -0.65], [2.22, -1.22, 2.35], [-0.13, -1.75, 2.35], [4.23, -1.05, 1.03], [-0.40, 1.36, -0.71], [1.15, -2.05, 3.02], [3.07, 0.94, 1.72], [-1.56, -1.64, 0.80], [-0.68, 3.14, -4.13], [4.14, 0.34, 1.05], [-0.03, 2.31, -1.83], [-2.43, 2.31, -2.53], [6.13, 0.65, -0.22], [2.13, 0.17, 2.36], [-3.55, 0.34, -1.71], [-1.87, 1.57, -0.32], [-0.99, 2.14, -3.02], [0.24, 1.52, 0.16], [3.36, -2.89, 1.65], [-0.88, 1.13, -3.41], [1.00, 2.13, -2.16], [-3.14, 2.11, -3.34], [1.30, 0.64, 2.88], [-0.26, 0.33, -1.04], [1.37, -3.11, 2.93], [-3.75, -0.39, 0.37], [-2.59, 3.32, -2.15], [5.82, 0.01, -1.06], [-0.09, 3.34, -1.47], [-4.58, -1.34, -0.91], [-0.80, 4.16, -3.77], [-2.15, 0.91, 0.51], [0.34, 3.02, -4.48], [5.04, -1.55, 0.52], [3.01, 2.01, 1.72], [6.69, 1.50, -0.60], [6.77, 0.07, 0.45], [-1.36, 2.99, -4.97], [1.05, -1.78, 4.07], [-2.00, 2.60, 0.02]], "lowdin_charge": [1.04, 0.09, -0.08, 0.05, -0.05, 0.11, 0.02, -0.03, -0.31, -0.23, -0.35, -0.02, -0.16, -0.06, 0.00, -0.69, -0.07, -0.28, -0.17, -0.11, -0.09, -0.03, -0.53, -0.15, -0.36, 0.11, 0.11, 0.15, 0.12, 0.13, 0.12, 0.10, 0.13, 0.07, 0.14, 0.10, 0.12, 0.09, 0.08, 0.08, 0.08, 0.10, 0.12, 0.09, 0.10, 0.08, 0.13, 0.13]}